Entry from the OMol25 dataset: one molecule with the formula C19H22N2O5S2 (wB97M-V/def2-TZVPD).

Geometry (Å):
C -3.82643 4.68931 -3.52593
S -3.76108 3.95911 -1.86429
C -2.10432 3.39281 -1.70400
C -1.76313 2.82937 -0.47175
C -0.48710 2.35193 -0.25608
C 0.44497 2.43505 -1.27542
S 2.08996 1.80236 -1.03839
O 3.05632 2.76941 -1.46470
O 2.19973 1.25342 0.28499
N 2.15116 0.54637 -2.18453
C 1.55069 -0.62830 -1.68184
C 2.29522 -1.64176 -1.09588
C 1.67258 -2.70906 -0.47534
C 0.28439 -2.76543 -0.42742
O -0.43235 -3.71294 0.25086
C 0.24049 -4.45546 1.24759
C 1.06615 -3.61733 2.23624
O 2.20626 -3.95256 2.50317
N 0.48690 -2.53085 2.77742
C -0.89034 -2.10468 2.66225
C -0.92766 -0.64498 2.18640
O -0.20257 0.19136 3.05263
C 1.15208 -0.21110 3.11714
C 1.26664 -1.64956 3.62936
C -0.46365 -1.78671 -1.08183
C 0.16366 -0.72468 -1.69894
C 0.12527 2.99589 -2.49568
C -1.15243 3.47749 -2.71687
H -3.64424 3.92706 -4.27755
H -3.11146 5.50293 -3.60176
H -4.83533 5.07565 -3.63285
H -2.50909 2.77744 0.30604
H -0.19733 1.92178 0.68904
H 3.11760 0.41784 -2.45527
H 3.37356 -1.58322 -1.09903
H 2.27976 -3.46654 -0.00780
H 0.92491 -5.18883 0.80320
H -0.54332 -4.99827 1.78515
H -1.44448 -2.73372 1.97043
H -1.35214 -2.16320 3.65705
H -1.95478 -0.27461 2.18588
H -0.51394 -0.58416 1.16865
H 1.63849 0.47680 3.80954
H 1.61899 -0.11510 2.12680
H 2.30214 -1.98907 3.61407
H 0.87645 -1.70697 4.65248
H -1.53969 -1.86343 -1.07018
H -0.41768 0.04585 -2.18000
H 0.88346 3.05084 -3.26013
H -1.39333 3.91246 -3.67290

* structure (SMILES): CSc1ccc(S(=O)(=O)Nc2ccc(OCC(=O)N3CCOCC3)cc2)cc1
* LUMO energy: 0.014 Eh
* E: -2019.2902 Eh
* orbital gap: 8.94 eV
* HOMO level: -8.568 eV
* max |F|: 0.019 hartree/bohr